[1]
Below is a structure of composition C27H27ClNO8S3Sn, with properties calculated with the ωB97M-V functional and the def2-TZVPD basis.

Each line ends with the Mulliken charge.
Atoms and positions in Å:
1 Sn 0.383 -0.137 0.673  0.83
2 O -1.542 0.749 -1.314  -0.14
3 S -2.233 1.150 -2.573  -0.14
4 C -2.953 -0.349 -3.251  -0.87
5 C -1.960 -1.491 -3.381  -0.29
6 C -2.687 -2.828 -3.471  -0.84
7 C -1.783 -4.043 -3.374  -1.03
8 S -0.964 -4.372 -1.797  0.01
9 O -0.173 -3.172 -1.416  -0.33
10 C -2.420 -4.392 -0.759  0.48
11 C -2.744 -3.253 -0.038  -0.36
12 C -3.860 -3.274 0.788  -0.49
13 C -4.635 -4.422 0.879  -0.54
14 C -4.292 -5.563 0.163  -0.49
15 C -3.172 -5.554 -0.655  -0.46
16 C -0.948 1.353 -3.799  0.51
17 C -1.260 1.721 -5.103  -0.40
18 C -0.234 1.918 -6.012  -0.57
19 C 1.090 1.764 -5.610  -0.43
20 C 1.386 1.414 -4.302  -0.71
21 C 0.364 1.208 -3.382  -0.22
22 H -3.395 -0.046 -4.205  0.50
23 H -3.764 -0.587 -2.558  0.45
24 H -1.271 -1.494 -2.531  0.29
25 H -1.358 -1.340 -4.279  0.36
26 H -3.203 -2.898 -4.436  0.44
27 H -3.463 -2.880 -2.703  0.35
28 H -0.949 -3.986 -4.079  0.49
29 H -2.344 -4.959 -3.584  0.51
30 H -2.098 -2.384 -0.094  0.41
31 H -4.100 -2.400 1.379  0.43
32 H -5.499 -4.438 1.532  0.38
33 H -4.883 -6.465 0.259  0.36
34 H -2.879 -6.445 -1.201  0.39
35 H -2.292 1.858 -5.406  0.36
36 H -0.463 2.200 -7.032  0.37
37 H 1.891 1.931 -6.319  0.37
38 H 2.415 1.306 -3.985  0.46
39 H 0.573 0.934 -2.355  0.26
40 Cl 1.973 1.861 4.858  -0.22
41 C 0.806 0.695 4.145  0.52
42 C 1.509 -0.571 3.638  0.43
43 O 2.171 -1.221 4.416  -0.67
44 O 1.306 -0.882 2.394  -0.58
45 H 0.272 1.223 3.366  -0.50
46 H 0.115 0.407 4.933  0.44
47 C -2.591 0.998 1.667  -1.20
48 C -1.572 -0.113 1.887  0.71
49 O -1.801 -0.956 2.734  -0.61
50 H -3.371 0.957 2.433  0.45
51 H -3.025 0.880 0.672  0.11
52 H -2.089 1.967 1.669  0.15
53 O 4.883 2.451 1.939  -0.68
54 S 3.878 3.044 1.107  1.15
55 O 4.287 3.599 -0.158  -0.70
56 N 2.604 2.048 0.908  -0.44
57 C 1.494 2.585 1.356  0.67
58 O 0.343 2.066 1.268  -0.64
59 C 1.665 3.924 2.016  0.28
60 C 0.705 4.727 2.601  -0.41
61 C 1.121 5.920 3.180  -0.62
62 C 2.465 6.287 3.167  -0.45
63 C 3.424 5.476 2.569  -0.51
64 C 2.989 4.297 2.000  0.06
65 H -0.331 4.415 2.608  0.41
66 H 0.396 6.570 3.655  0.39
67 H 2.769 7.216 3.634  0.37
68 H 4.469 5.754 2.559  0.42

Summary:
Maximum force ... 0.46 eV/A
HOMO level ... -4.16 eV
Frontier orbital gap ... 6.1 eV
Relative energy (zero: lowest compared OMol25 entry of this formula, charge and spin) ... 10.6 kcal/mol
E_LUMO ... 0.07002 Ha
Net charge ... -1

[2]
Below is a structure of composition C27H27EuN6OS2, with properties calculated with the ωB97M-V functional and the def2-TZVPD basis.

Each line ends with the Mulliken charge.
Atoms and positions in Å:
1 Eu -0.570 -0.077 -0.708  1.40
2 N 3.419 2.009 -2.353  0.07
3 C 2.483 1.089 -2.155  -0.47
4 N 1.789 0.950 -1.059  0.16
5 C 2.064 1.809 0.016  -0.28
6 N 1.439 1.769 1.152  -0.56
7 N 0.450 0.830 1.297  -0.05
8 C -0.229 0.905 2.380  -0.23
9 C -1.330 -0.028 2.599  0.68
10 C -1.979 -0.092 3.821  -0.86
11 C -2.979 -1.039 3.999  -0.25
12 C -3.305 -1.870 2.941  -0.91
13 C -2.633 -1.717 1.736  0.02
14 N -1.665 -0.821 1.556  -0.12
15 C 3.084 2.841 -0.141  0.95
16 C 3.410 3.739 0.881  -0.15
17 C 4.373 4.702 0.670  -0.83
18 C 5.026 4.789 -0.562  -0.49
19 C 4.723 3.909 -1.580  -0.92
20 C 3.756 2.934 -1.364  0.05
21 H 3.924 2.035 -3.226  0.29
22 H 2.300 0.407 -2.978  0.48
23 H 0.005 1.650 3.138  0.43
24 H -1.699 0.583 4.619  0.41
25 H -3.488 -1.123 4.950  0.46
26 H -4.076 -2.621 3.040  0.40
27 H -2.887 -2.327 0.878  0.52
28 H 2.899 3.652 1.828  0.51
29 H 4.635 5.393 1.459  0.46
30 H 5.780 5.547 -0.720  0.44
31 H 5.229 3.967 -2.536  0.42
32 S -3.334 -3.047 -3.356  -0.20
33 C -4.396 -1.791 -2.932  -0.50
34 C -3.773 -0.803 -2.226  -0.53
35 C -2.379 -1.017 -2.005  -0.56
36 C -2.008 -2.225 -2.580  0.32
37 C -0.676 -2.818 -2.561  1.15
38 C -0.399 -4.042 -3.182  -1.02
39 C 0.864 -4.587 -3.109  -0.37
40 C 1.859 -3.897 -2.423  -0.98
41 C 1.532 -2.691 -1.853  -0.15
42 N 0.305 -2.144 -1.906  -0.13
43 H -5.435 -1.845 -3.221  0.47
44 H -4.311 0.072 -1.881  0.39
45 H -1.189 -4.552 -3.715  0.36
46 H 1.082 -5.538 -3.578  0.45
47 H 2.861 -4.290 -2.334  0.42
48 H 2.283 -2.116 -1.322  0.51
49 C 0.033 5.874 0.042  -1.01
50 C -0.821 4.615 -0.005  -0.40
51 S -0.326 3.606 -1.435  0.47
52 O -0.819 2.196 -1.113  -0.49
53 C -1.495 4.219 -2.696  -0.56
54 C -2.945 3.864 -2.396  -1.10
55 H -0.276 6.503 0.875  0.40
56 H -0.075 6.464 -0.870  0.31
57 H 1.088 5.627 0.169  0.23
58 H -1.885 4.832 -0.081  0.40
59 H -0.644 3.967 0.853  0.26
60 H -1.149 3.764 -3.625  0.41
61 H -1.321 5.294 -2.760  0.44
62 H -3.010 2.892 -1.908  0.25
63 H -3.503 3.800 -3.327  0.38
64 H -3.427 4.612 -1.770  0.32

Summary:
Maximum force ... 0.80 eV/A
Expectation value of S² ... 12.046
HOMO level (alpha / beta) ... -12.82 / -12.83 eV
Frontier orbital gap (alpha / beta) ... 6.5 / 6.6 eV
Multiplicity ... 7
Relative energy (zero: lowest compared OMol25 entry of this formula, charge and spin) ... 0.0 kcal/mol
E_LUMO (alpha / beta) ... -0.23136 / -0.23043 Ha
Net charge ... +2

[3]
Below is a structure of composition C27H27FeN3O6S2 in a non-equilibrium geometry, with properties calculated with the ωB97M-V functional and the def2-TZVPD basis.

Each line ends with the Mulliken charge.
Atoms and positions in Å:
1 Fe 0.001 -0.504 -0.486  0.68
2 C -0.523 3.426 1.637  -1.77
3 C -0.083 2.323 0.716  0.76
4 N -0.535 1.123 0.786  1.35
5 N -1.475 0.894 1.782  -1.45
6 C -2.413 0.116 1.331  0.59
7 S -2.551 -0.459 -0.273  -0.51
8 S -3.622 -0.305 2.602  -0.13
9 C -5.115 0.225 1.711  -1.31
10 C -5.223 1.717 1.531  0.73
11 C -5.666 2.553 2.555  -0.36
12 C -5.720 3.926 2.375  -0.51
13 C -5.320 4.489 1.166  -0.41
14 C -4.869 3.666 0.146  -0.75
15 C -4.822 2.288 0.328  -0.10
16 C 0.902 2.604 -0.333  0.28
17 C 1.862 3.609 -0.185  -0.79
18 C 2.806 3.846 -1.165  -0.68
19 C 2.787 3.081 -2.344  -0.58
20 C 1.836 2.109 -2.529  -0.43
21 C 0.860 1.846 -1.531  1.28
22 O -0.061 0.957 -1.737  -0.83
23 H -1.498 3.201 2.056  0.43
24 H -0.554 4.374 1.102  0.44
25 H 0.177 3.531 2.472  0.31
26 H -5.953 -0.178 2.280  0.49
27 H -5.084 -0.269 0.741  0.43
28 H -5.958 2.119 3.506  0.36
29 H -6.067 4.563 3.181  0.37
30 H -5.359 5.563 1.025  0.38
31 H -4.546 4.093 -0.796  0.39
32 H -4.449 1.642 -0.461  0.36
33 H 1.877 4.196 0.727  0.39
34 H 3.563 4.606 -1.019  0.38
35 H 3.536 3.253 -3.108  0.37
36 H 1.797 1.498 -3.422  0.42
37 O 1.491 -0.416 1.226  -0.27
38 C 2.584 -0.949 1.259  -0.55
39 C 3.337 -1.400 0.103  1.28
40 C 4.601 -1.928 0.338  -0.38
41 C 5.363 -2.382 -0.706  -0.53
42 C 4.873 -2.335 -2.023  -0.54
43 C 3.634 -1.825 -2.273  -0.31
44 C 2.803 -1.311 -1.221  -0.53
45 O 1.681 -0.797 -1.513  -0.65
46 N 6.707 -2.907 -0.443  1.00
47 O 7.370 -3.279 -1.396  -0.66
48 O 7.104 -2.934 0.709  -0.65
49 H 3.079 -1.103 2.237  0.22
50 H 4.990 -1.983 1.348  0.50
51 H 5.488 -2.722 -2.823  0.48
52 H 3.231 -1.788 -3.277  0.48
53 C 1.231 -4.107 -0.424  -1.29
54 C -0.202 -3.580 -0.487  1.35
55 C -1.063 -4.290 0.552  -1.74
56 C -0.769 -3.812 -1.886  -1.62
57 O -0.286 -2.215 -0.189  -0.39
58 H 1.269 -5.189 -0.588  0.51
59 H 1.664 -3.892 0.557  0.32
60 H 1.846 -3.627 -1.184  0.17
61 H -1.078 -5.371 0.379  0.41
62 H -2.084 -3.903 0.510  0.35
63 H -0.670 -4.098 1.554  0.38
64 H -0.780 -4.876 -2.143  0.46
65 H -0.161 -3.280 -2.622  0.30
66 H -1.788 -3.424 -1.937  0.31

Summary:
Maximum force ... 2.68 eV/A
Expectation value of S² ... 0.839
HOMO level (alpha / beta) ... -5.03 / -5.05 eV
Frontier orbital gap (alpha / beta) ... 7.0 / 7.3 eV
Multiplicity ... 2
Relative energy (zero: lowest compared OMol25 entry of this formula, charge and spin) ... 37.4 kcal/mol
E_LUMO (alpha / beta) ... 0.07387 / 0.08158 Ha
Net charge ... -1

[4]
Below is the molecule C27H27N3O5, with properties calculated with the ωB97M-V functional and the def2-TZVPD basis.

Each line ends with the Mulliken charge.
Atoms and positions in Å:
1 C 0.541 -0.037 2.378  -1.47
2 C 0.414 -0.191 0.898  0.76
3 N 1.281 0.189 0.038  -1.21
4 N 2.482 0.739 0.425  0.56
5 C 3.384 0.222 1.278  0.33
6 O 3.250 -0.806 1.920  -0.75
7 C 4.668 1.065 1.454  1.73
8 O 5.517 0.347 2.319  -0.76
9 C 4.185 2.357 2.099  -0.04
10 C 4.118 2.444 3.483  -0.57
11 C 3.624 3.584 4.091  -0.81
12 C 3.185 4.648 3.322  -0.45
13 C 3.250 4.568 1.942  -1.05
14 C 3.745 3.430 1.331  0.13
15 C 5.412 1.291 0.148  -0.11
16 C 6.351 2.312 0.071  -0.24
17 C 7.091 2.496 -1.083  -0.87
18 C 6.908 1.656 -2.168  -0.43
19 C 5.993 0.621 -2.088  -0.82
20 C 5.252 0.433 -0.933  -0.28
21 C -0.781 -0.826 0.331  0.71
22 C -2.044 -0.698 0.903  -0.90
23 C -3.149 -1.309 0.344  -0.59
24 C -3.014 -2.077 -0.809  0.97
25 N -4.084 -2.736 -1.416  -0.12
26 C -5.405 -2.751 -1.063  0.73
27 O -5.866 -2.153 -0.116  -0.67
28 C -6.228 -3.616 -2.001  -0.87
29 C -7.721 -3.580 -1.675  -0.93
30 C -8.339 -2.199 -1.890  -0.56
31 C -8.331 -1.736 -3.320  0.60
32 O -7.647 -2.160 -4.215  -0.59
33 O -9.202 -0.735 -3.510  -0.46
34 C -1.754 -2.201 -1.396  -0.84
35 C -0.659 -1.581 -0.838  -0.75
36 H 0.938 0.952 2.617  0.31
37 H -0.405 -0.189 2.886  0.44
38 H 1.260 -0.769 2.752  0.33
39 H 2.797 1.448 -0.224  0.39
40 H 5.032 -0.465 2.561  0.45
41 H 4.470 1.616 4.078  0.50
42 H 3.580 3.640 5.169  0.42
43 H 2.797 5.538 3.796  0.41
44 H 2.916 5.397 1.334  0.40
45 H 3.807 3.391 0.252  0.39
46 H 6.502 2.957 0.923  0.51
47 H 7.816 3.295 -1.132  0.40
48 H 7.484 1.801 -3.070  0.40
49 H 5.857 -0.049 -2.924  0.40
50 H 4.557 -0.392 -0.877  0.42
51 H -2.187 -0.090 1.783  0.32
52 H -4.120 -1.194 0.796  0.53
53 H -3.835 -3.261 -2.243  0.20
54 H -5.864 -4.644 -1.923  0.41
55 H -6.077 -3.279 -3.028  0.44
56 H -8.235 -4.311 -2.300  0.37
57 H -7.862 -3.856 -0.629  0.37
58 H -7.786 -1.463 -1.301  0.30
59 H -9.372 -2.180 -1.539  0.37
60 H -9.172 -0.427 -4.429  0.35
61 H -1.639 -2.792 -2.295  0.31
62 H 0.315 -1.679 -1.291  0.45

Summary:
SMILES ... C/C(=N\NC(=O)C(O)(c1ccccc1)c1ccccc1)c1ccc(NC(=O)CCCC(=O)O)cc1
Maximum force ... 0.80 eV/A
HOMO level ... -8.34 eV
Frontier orbital gap ... 9.0 eV
Relative energy (zero: lowest compared OMol25 entry of this formula, charge and spin) ... 18.6 kcal/mol
E_LUMO ... 0.02245 Ha
Net charge ... 0